No. 1
Here is BeH13O7 as an isolated structure in a non-equilibrium geometry from the Open Molecules 2025 dataset. Energies are from ωB97M-V with the def2-TZVPD basis set.

Geometry as XYZ:
```
21
Properties=species:S:1:pos:R:3:lowdin_charge:R:1
O -0.34353 1.34603 2.85893 -0.0569
O 0.41367 -2.45836 0.72768 0.1166
O -1.09386 -0.80426 -0.79586 0.1032
O -2.14934 1.39547 0.42328 -0.0589
O 0.85965 0.30848 0.68296 -0.2080
O 0.75312 1.46728 -1.90016 -0.0054
O 1.34530 -1.19568 -1.56017 0.0741
Be 0.39915 -0.96766 -0.05958 0.0952
H -1.24056 1.50322 0.71725 0.0044
H 1.25341 -1.88524 -2.21837 0.1164
H 1.04328 -3.12994 0.97594 0.1296
H 0.92663 2.26711 -1.43694 0.0589
H -2.71638 1.45563 1.24121 0.0989
H 1.63144 0.92038 0.86339 0.0926
H -1.44762 -1.51799 -1.26395 0.0948
H -0.43878 -2.95125 0.70441 0.1474
H 1.15147 1.58894 -2.74207 0.0545
H 0.03566 2.24939 2.93698 0.0691
H -1.82556 -0.27600 -0.45733 0.0917
H 1.19582 -0.31820 -1.91144 0.0419
H 0.24704 1.00264 2.21382 -0.0604
```

## Properties
Charge: +1
HOMO-LUMO gap (eV): 10.018
LUMO level (eV): -3.81
2S+1: 1
ΔE to the lowest compared entry with this formula, charge and spin (kcal per mole): 0.0


No. 2
Here is an isolated molecule of C2H3BrOS in a non-equilibrium geometry from the Open Molecules 2025 dataset. Energies are from ωB97M-V with the def2-TZVPD basis set.

Geometry as XYZ:
```
8
Properties=species:S:1:pos:R:3:lowdin_charge:R:1
Br 1.63212 -1.48468 0.09720 0.8030
S 2.78333 1.79951 0.10493 0.1073
O -0.04887 0.69184 -0.21825 -0.1686
C 1.15048 0.27355 -0.15853 -0.9564
C -1.16495 -0.16690 0.00001 -0.0719
H -1.18722 -0.47781 1.04830 0.1028
H -1.11174 -1.05207 -0.63828 0.0806
H -2.05314 0.41655 -0.23539 0.1033
```

## Properties
Charge: 0
HOMO-LUMO gap (spin up / spin down) (eV): 7.311 / 7.310
LUMO level (spin up / spin down) (eV): -0.81 / -0.81
2S+1: 1
ΔE to the lowest compared entry with this formula, charge and spin (kcal per mole): 81.0


No. 3
Here is C41H57BrCoF3N7O5Si as an isolated structure from the Open Molecules 2025 dataset. Energies are from ωB97M-V with the def2-TZVPD basis set.

Geometry as XYZ:
```
116
Properties=species:S:1:pos:R:3:lowdin_charge:R:1
Br -5.60501 3.57387 -5.56548 0.6559
Co 1.69383 0.77343 0.94705 0.5396
Si -0.07259 -1.50054 -1.14126 0.0475
F 3.62608 -1.08247 -0.10999 -0.0049
F 4.55934 0.71540 0.57162 0.0203
F 3.42428 0.74692 -1.24255 -0.0247
O 0.09459 1.52608 1.89998 -0.0215
O -0.12260 -0.96297 -2.72078 -0.1099
O 0.82647 -0.64277 -0.20565 -0.2516
O -1.67922 -1.61453 -0.73037 -0.1164
O 0.41038 -3.09588 -1.19879 -0.1009
N 1.83239 -2.69167 1.71988 0.0668
N 0.25081 -1.41315 2.71857 0.1105
N 2.69892 1.85518 2.27817 0.0075
N -2.77898 6.49082 -1.05013 0.0088
N 0.75832 2.28910 -0.55438 0.1216
N 1.05859 -3.36575 3.83260 -0.0449
N -2.37126 6.05538 0.08919 0.0301
C -0.42887 2.56974 1.47068 -0.3374
C 0.72333 -1.19215 -3.82688 -0.6512
C -1.75308 4.87853 0.34564 -0.2668
C 0.29721 -2.48478 -4.52130 -0.0323
C 2.89316 -4.57114 2.77512 -0.1714
C -4.53841 3.79830 -2.92366 -0.1340
C 3.10826 1.34339 3.47364 -0.3741
C 0.52092 -0.00317 -4.76380 -0.0269
C -1.34627 -4.54217 -2.01534 -0.0278
C 0.18969 -3.12908 4.97675 -0.1746
C 2.30946 -4.05982 4.08074 -0.1837
C -0.62970 4.29207 -1.87868 0.0026
C 3.52332 2.35741 4.31736 -0.1123
C 3.37438 0.26918 0.06359 -0.5093
C 2.87858 3.20793 2.34504 -0.3689
C -0.20042 2.99153 0.07029 -0.1679
C -2.29432 0.70417 -0.71722 -0.0115
C -3.83242 -1.11155 0.05110 -0.0300
C 0.80404 -5.39619 -1.05753 -0.0282
C -1.75555 4.56973 1.73637 -0.0323
C 0.29450 3.50866 -2.52969 -0.0329
C -3.82567 4.40018 -1.89913 -0.0305
C -4.65170 4.42487 -4.15131 -0.7121
C -4.07278 5.66658 -4.36291 -0.1524
C -3.28012 -0.89279 -2.38120 -0.0245
C 2.67387 4.12662 1.17921 -0.0462
C -3.26760 5.67768 -2.06393 -0.3388
C -0.16252 -1.65839 5.12177 -0.1731
C -0.68747 -1.15603 3.78174 -0.2263
C 1.01527 -2.43017 2.79177 -0.4267
C -1.20986 3.45225 2.28124 -0.0046
C 0.97811 2.51417 -1.83003 -0.1142
C -0.89177 -4.32163 0.43144 -0.0217
C 2.18261 -1.29271 -3.40011 -0.0213
C 3.37523 3.56004 3.58820 -0.1135
C -3.40483 6.28383 -3.32476 -0.0548
C 3.20510 -0.13118 3.69634 -0.0459
C 3.08337 -3.39223 1.83556 -0.2042
C -0.26364 -4.30750 -0.96042 -0.6479
C -0.92712 4.04406 -0.52270 -0.0824
C -2.75197 -0.72722 -0.95642 -0.6436
H 2.80881 -1.53366 -4.26343 0.0850
H 2.67037 -0.66617 2.91654 0.0344
H -4.74713 -0.53986 -0.12233 0.0788
H -0.90732 -4.69911 -3.00091 0.0671
H 0.51500 3.67280 -3.57664 0.1006
H -0.54436 0.13502 -4.95614 0.0832
H -1.65582 -1.62706 3.55785 0.1070
H -2.98713 7.27449 -3.45361 0.1028
H -4.98566 2.82446 -2.76926 0.0933
H -2.27694 5.28030 2.36703 0.1035
H -2.00778 -3.67682 -2.06125 0.0725
H 3.88531 -2.74370 2.21857 0.1089
H -1.86873 0.78149 0.28192 0.0874
H 3.46313 4.88244 1.16207 0.0663
H -0.73613 -3.70714 4.85595 0.1141
H -0.85590 -0.07582 3.81569 0.0972
H 3.04210 -3.39684 4.57010 0.1224
H 0.90625 0.90681 -4.30453 0.0642
H 2.10761 -4.88739 4.76719 0.1109
H -1.10786 5.09940 -2.40323 0.0891
H -4.16177 6.15127 -5.32668 0.0898
H 0.87593 -2.63576 -5.43599 0.0778
H 0.35270 -6.39095 -1.02865 0.0779
H -3.12342 1.40623 -0.81228 0.0831
H 3.91118 2.23489 5.31836 0.0675
H -4.07000 -0.16487 -2.57790 0.0761
H -3.68884 -1.89637 -2.52313 0.0779
H 2.19193 -5.28228 2.33018 0.1055
H -0.89682 -1.52655 5.92159 0.1030
H 4.24810 -0.46667 3.66870 0.0728
H 1.35546 -5.28392 -1.99194 0.0807
H 2.78034 -0.43276 4.65891 0.0593
H 3.84222 -5.07976 2.95942 0.1060
H -3.72833 3.88634 -0.95288 0.1027
H -1.52547 0.98018 -1.44009 0.0840
H 1.75410 1.91737 -2.28923 0.0980
H -4.06046 -2.17491 -0.04471 0.0791
H -1.36409 -5.29060 0.61549 0.0806
H -1.27937 3.24066 3.33896 0.1081
H 0.73389 -1.08784 5.37913 0.1003
H 3.62365 4.56082 3.91016 0.0691
H -1.93623 -5.42441 -1.75563 0.0786
H 2.72753 3.57432 0.24289 0.0562
H -2.46883 -0.73872 -3.09181 0.0704
H 1.03558 -0.16084 -5.71433 0.0783
H -1.63975 -3.53387 0.51594 0.0751
H -0.76415 -2.44987 -4.77416 0.0866
H 3.38595 -3.71753 0.83946 0.1146
H 1.70202 -2.02701 0.95959 0.0810
H 1.71587 4.65653 1.20392 0.0641
H 2.52542 -0.36250 -2.95627 0.0656
H 0.69237 -3.50511 5.87300 0.1076
H 0.46940 -3.32720 -3.85383 0.0595
H -0.12456 -4.14858 1.18341 0.0634
H 1.50866 -5.30167 -0.23127 0.0678
H 2.30515 -2.07545 -2.65022 0.0825
H -3.48179 -0.92370 1.06598 0.0824
```

## Properties
Charge: -2
HOMO-LUMO gap (eV): 5.244
LUMO level (eV): 3.69
2S+1: 2
ΔE to the lowest compared entry with this formula, charge and spin (kcal per mole): 0.0


No. 4
Here is an isolated molecule of C5H10O2 from the Open Molecules 2025 dataset. Energies are from ωB97M-V with the def2-TZVPD basis set.

Geometry as XYZ:
```
17
Properties=species:S:1:pos:R:3:lowdin_charge:R:1
O -2.09677 -0.18911 0.00483 0.0956
O -1.97175 0.18436 -2.18834 0.1050
C 0.62176 -0.09372 1.98354 -0.1037
C 0.93543 0.12387 -0.54985 -0.2000
C -0.09502 -0.85633 -1.13087 -0.1000
C 0.64161 0.82648 0.77338 -0.2689
C -1.48322 -0.30854 -1.02716 -0.5270
H -0.30214 -0.66492 2.06032 0.0703
H -2.76307 0.66829 -1.89428 0.1278
H -0.31893 1.33874 0.68686 0.0991
H 0.14599 -1.07625 -2.16479 0.1144
H 1.39371 1.60185 0.87371 0.1035
H 1.88820 -0.40006 -0.40666 0.1131
H 1.50574 -0.73181 2.00099 0.0712
H 0.71927 0.49707 2.89624 0.0682
H 1.15813 0.89835 -1.27548 0.1079
H 0.02105 -1.81826 -0.64244 0.1236
```

## Properties
Charge: 0
HOMO-LUMO gap (eV): 11.343
LUMO level (eV): 0.85
2S+1: 1
ΔE to the lowest compared entry with this formula, charge and spin (kcal per mole): 9.5